1.
# C22H66O11

C22H66O11 as an isolated structure in a non-equilibrium geometry (ωB97M-V/def2-TZVPD, the OMol25 dataset).

**Lowest unoccupied orbital energy**: 0.151 eV
**Charge**: 0
**Frontier orbital gap**: 8.60 eV
**Highest occupied orbital energy**: -8.45 eV

```
99
C22H66O11 (ωB97M-V/def2-TZVPD)
C -2.09841 -1.95523 3.94458
C -0.77994 -2.49338 3.44300
O 0.18701 -2.09866 4.41921
H -2.42087 -2.37792 4.89614
H -2.85320 -2.04403 3.16324
H -2.20250 -0.88483 4.12213
H -0.44042 -2.12636 2.47443
H -0.85108 -3.57784 3.35937
H 0.82221 -2.77391 4.66850
C 2.70314 -0.81245 -2.47919
C 2.59048 -1.53436 -1.08590
O 3.18204 -0.77241 -0.12414
H 2.30075 -1.33544 -3.34676
H 3.74361 -0.76454 -2.80046
H 2.40841 0.23392 -2.55904
H 3.12619 -2.47975 -1.17160
H 1.55866 -1.74798 -0.80697
H 3.98852 -1.28072 -0.01093
C -0.48970 0.94606 -3.21634
C 0.06031 2.31053 -3.37429
O -0.78933 3.07876 -4.11995
H 0.01663 0.33346 -2.47039
H -0.59097 0.48335 -4.19806
H -1.51525 1.12660 -2.89424
H 1.08718 2.24096 -3.73317
H 0.02218 2.75519 -2.37983
H -0.42334 3.30299 -4.97866
C 0.61396 0.02899 1.23225
C -0.43842 -0.61407 0.24076
O -0.10880 -0.04230 -1.00621
H 1.63216 -0.24981 0.96089
H 0.50822 -0.38725 2.23408
H 0.69797 1.11560 1.21459
H -1.42724 -0.30317 0.57791
H -0.48870 -1.70238 0.20707
H -0.13972 -0.70666 -1.69851
C -0.84367 2.15002 -0.32149
C -1.69642 3.16402 0.47533
O -1.53062 4.42301 -0.21070
H -1.15348 1.12294 -0.12858
H 0.21694 2.16990 -0.07090
H -0.97697 2.27766 -1.39574
H -1.10039 3.16015 1.38792
H -2.73840 2.85704 0.56556
H -1.86645 4.35073 -1.10713
C 4.55730 1.36931 -0.04110
C 3.55662 2.06954 -0.90444
O 2.28682 1.73218 -0.40469
H 4.28114 1.28987 1.01033
H 5.46053 1.97042 -0.14588
H 4.73309 0.36090 -0.41566
H 3.54170 1.84979 -1.97195
H 3.61503 3.15783 -0.92184
H 2.14611 0.78757 -0.50216
C 1.30169 4.09912 2.53812
C 1.38523 3.33682 1.26686
O 2.76034 3.20252 1.07386
H 1.59974 5.11020 2.26067
H 1.90340 3.70852 3.35877
H 0.31118 4.07212 2.99227
H 0.79993 3.72167 0.43175
H 0.86202 2.38565 1.36496
H 2.80858 2.60106 0.32717
C -2.23438 -3.75888 0.76051
C -2.27247 -4.17981 -0.72724
O -2.04264 -5.50432 -0.61203
H -3.20830 -3.60579 1.22545
H -1.65668 -2.85806 0.96756
H -1.76461 -4.47949 1.42996
H -1.51602 -3.64870 -1.30499
H -3.24478 -4.09121 -1.21183
H -2.57419 -5.74746 0.14951
C -0.47484 -1.88196 -3.83597
C 0.04948 -2.71455 -2.58472
O -0.45049 -2.05189 -1.43491
H -0.17608 -0.83465 -3.88046
H -1.55266 -1.73194 -3.77328
H -0.23060 -2.49172 -4.70582
H 1.10736 -2.59027 -2.35333
H -0.21116 -3.77183 -2.53625
H -1.41033 -2.05110 -1.41628
C -0.42579 1.79952 3.83656
C 0.37400 0.55660 4.35923
O -0.66065 -0.22220 4.90043
H 0.26658 2.60108 3.57923
H -1.10452 2.13827 4.61929
H -0.94875 1.69729 2.88569
H 1.10404 0.83298 5.12000
H 0.88104 -0.02602 3.59011
H -0.28267 -1.09838 4.79536
C -2.95004 -0.02539 -0.94491
C -2.54611 -0.67705 -2.26023
O -2.29795 -2.02405 -1.98676
H -2.34389 -0.49665 -0.17122
H -3.97955 -0.20563 -0.63551
H -2.75584 1.04477 -1.01665
H -1.62930 -0.18483 -2.58470
H -3.19175 -0.60278 -3.13531
H -3.05819 -2.50540 -2.32132
```


2.
# C22H66O18

A 11-piece molecular cluster, C22H66O18 overall in a non-equilibrium geometry (ωB97M-V/def2-TZVPD, the OMol25 dataset).

**Lowest unoccupied orbital energy**: 0.498 eV
**SMILES**: OCCO.OCCO.OCCO.OCCO.OCCO.OCCO.OCCO.CCO.CCO.CCO.CCO
**Charge**: 0
**Frontier orbital gap**: 10.08 eV
**Highest occupied orbital energy**: -9.58 eV

```
106
C22H66O18 (ωB97M-V/def2-TZVPD)
O 2.14232 0.83007 2.30799
C 3.56812 0.92252 2.42900
C 3.88975 0.99893 3.88561
O 3.64526 -0.17146 4.64064
H 1.90413 0.61908 1.39707
H 3.99894 0.00520 2.02121
H 3.89379 1.79485 1.89679
H 3.30195 1.78008 4.34098
H 4.97524 1.25383 3.98890
H 2.70652 -0.16813 4.89764
O -1.46907 4.55507 -2.98849
C -1.02556 3.84669 -4.18041
C 0.42224 3.59886 -4.22628
O 1.19951 4.80831 -4.25400
H -0.87069 5.32429 -2.86479
H -1.64143 2.95420 -4.18604
H -1.35096 4.45498 -5.05156
H 0.61363 3.05706 -5.15093
H 0.77586 3.01393 -3.33392
H 1.67214 4.88736 -3.40217
O -1.35814 -1.56960 3.11018
C -1.13808 -1.51195 4.52620
C 0.35398 -1.41388 4.92599
O 0.89784 -0.12789 4.63285
H -1.89549 -0.80040 2.86968
H -1.71404 -0.73365 5.02665
H -1.47852 -2.47928 4.95269
H 0.92111 -2.18861 4.39616
H 0.45823 -1.58850 6.00382
H 1.08926 -0.02758 3.69916
O -2.39698 -3.45258 -0.61104
C -2.73020 -4.25630 0.51281
C -2.14749 -5.65219 0.55601
O -2.53505 -6.39583 -0.57185
H -2.89190 -3.73586 -1.40086
H -2.35767 -3.75891 1.40771
H -3.80467 -4.33085 0.60050
H -2.48641 -6.17111 1.48785
H -1.05323 -5.49827 0.55629
H -1.81225 -6.99046 -0.79666
O 1.80910 -1.63997 -1.96355
C 1.85103 -1.60933 -3.42634
C 0.52515 -1.75806 -4.05429
O -0.39063 -0.68248 -3.77590
H 0.95219 -2.00780 -1.59916
H 2.22236 -0.57284 -3.55710
H 2.54602 -2.39785 -3.78185
H 0.16549 -2.67518 -3.61236
H 0.68549 -1.94024 -5.09755
H -0.72819 -0.80546 -2.87355
O -3.41799 -4.64498 -2.80159
C -2.36763 -4.58981 -3.77335
C -1.03013 -5.07816 -3.21034
O -1.06836 -6.50323 -2.89374
H -3.28586 -5.35322 -2.16651
H -2.58122 -5.08823 -4.70319
H -2.17721 -3.55914 -4.05419
H -0.84335 -4.61636 -2.25354
H -0.10977 -4.88008 -3.82649
H -0.93567 -7.01080 -3.68949
O 1.57882 0.50679 -0.39608
C 0.26042 1.02064 -0.68950
C -0.84910 0.06487 -0.18347
O -1.06968 -0.97088 -1.16669
H 1.75537 -0.30760 -0.93707
H 0.17674 1.99849 -0.20348
H 0.08736 1.18508 -1.77823
H -1.81704 0.60475 -0.04076
H -0.61207 -0.35758 0.79395
H -1.59408 -1.68309 -0.76537
C -0.63972 3.35529 3.41111
C -0.94598 2.02203 2.67745
O -2.11068 2.14421 2.04229
H 0.11854 3.85399 2.77852
H -0.06612 3.14404 4.29885
H -1.58767 3.88407 3.62943
H -1.16139 1.26339 3.44001
H -0.04938 1.72363 2.11658
H -2.03810 2.75045 1.28765
C 2.14304 -4.48653 0.96438
C 1.28508 -3.73513 1.92131
O 0.52566 -2.75280 1.17074
H 1.47384 -4.77510 0.16794
H 2.69792 -5.27572 1.47174
H 2.92038 -3.81597 0.62939
H 1.87732 -3.24445 2.68126
H 0.64457 -4.45269 2.41644
H 0.23454 -2.11589 1.84113
C 2.02243 4.14042 0.11837
C 2.89901 5.18717 -0.50744
O 3.07684 4.88600 -1.89293
H 2.30578 3.09947 -0.10665
H 1.01512 4.32473 -0.07328
H 2.10542 4.36808 1.18457
H 3.86828 5.05082 -0.04784
H 2.55009 6.17623 -0.21694
H 3.71306 5.51371 -2.31364
C -3.42601 5.52606 -0.18411
C -2.00139 5.36930 0.30860
O -1.39838 4.17033 -0.20119
H -4.01132 4.68132 0.11390
H -3.35075 5.59771 -1.26509
H -3.94180 6.44026 0.24510
H -1.91660 5.25336 1.38502
H -1.41124 6.26874 0.10161
H -1.42996 4.12923 -1.16495
```


3.
# C22H68N6O12

A 12-piece molecular cluster, C22H68N6O12 overall in a non-equilibrium geometry (ωB97M-V/def2-TZVPD, the OMol25 dataset).

**Lowest unoccupied orbital energy**: -0.089 eV
**SMILES**: NC(N)=O.NC(N)=O.NC(N)=O.CC(C)O.CC(C)O.CC(C)O.CC(C)O.CC(C)O.CO.CO.CO.CO
**Charge**: 0
**Frontier orbital gap**: 8.43 eV
**Highest occupied orbital energy**: -8.52 eV

```
108
C22H68N6O12 (ωB97M-V/def2-TZVPD)
N -2.25683 -0.05755 4.76406
C -1.80956 -1.24801 4.35756
N -0.70819 -1.66737 4.97368
O -2.47347 -2.04617 3.47133
H -3.20638 0.22166 4.42199
H -1.98055 0.46211 5.63956
H -0.41852 -2.58707 4.77648
H -0.20727 -1.03016 5.62522
N 0.74073 1.54986 -1.39780
C 0.22755 2.62765 -0.99742
N 1.01238 3.66166 -1.21176
O -1.12249 2.61875 -0.92598
H 0.15627 0.83176 -0.94605
H 1.75981 1.30164 -1.41685
H 0.48667 4.54398 -1.24134
H 2.08315 3.66252 -1.25898
N 0.20728 1.23811 -3.96914
C -0.50873 0.18825 -4.24773
N -0.99802 0.32514 -5.44498
O -0.79409 -0.94676 -3.43216
H 0.42254 1.35331 -2.96896
H 1.03751 1.40996 -4.60217
H -1.45388 -0.46677 -5.84192
H -0.78843 1.14098 -6.01272
C -1.95487 -0.91735 -0.26222
C -0.62124 -1.09656 0.49617
C 0.48067 -1.89679 -0.29110
O 0.01383 -0.06348 0.71210
H -2.28715 -1.93205 -0.49334
H -1.88852 -0.41576 -1.22383
H -2.76531 -0.36972 0.27199
H -0.78034 -1.64407 1.36238
H 0.11891 -2.91608 -0.42460
H 1.41735 -1.95912 0.18427
H 0.77697 -1.41271 -1.21785
H -0.36121 0.35357 1.46982
C 2.61241 -1.21153 -4.54285
C 4.14075 -1.00535 -4.56009
C 4.64127 -1.45694 -5.96453
O 4.44109 0.23095 -4.42875
H 2.17802 -0.70057 -3.63777
H 2.30467 -2.29370 -4.43231
H 2.08117 -0.75476 -5.35068
H 4.59148 -1.53679 -3.69711
H 4.16642 -2.45165 -6.12717
H 5.71157 -1.34944 -6.02421
H 4.31336 -0.91125 -6.92245
H 4.13919 0.58713 -3.56365
C -4.13907 1.18414 2.49204
C -5.00598 1.29867 3.69803
C -5.66510 -0.07344 4.03723
O -4.43800 1.65903 4.80303
H -4.93817 0.85702 1.73102
H -3.40405 0.37108 2.49345
H -3.85150 2.13047 2.14126
H -5.86027 1.96463 3.46984
H -6.27676 0.10602 4.95211
H -4.90257 -0.85647 4.19051
H -6.28751 -0.39686 3.31015
H -5.09160 1.94997 5.48967
C 2.04516 -3.28217 2.65525
C 3.15243 -2.41268 3.10196
C 3.11019 -1.12141 2.29579
O 3.18739 -2.08057 4.27708
H 1.96304 -4.16842 3.27073
H 2.33572 -3.68509 1.64042
H 1.03485 -2.90400 2.68713
H 4.09401 -2.91908 2.92555
H 3.86336 -0.45679 2.67860
H 2.09965 -0.68950 2.40120
H 3.41566 -1.26437 1.24137
H 2.22459 -1.96409 4.46489
C -5.80733 1.43903 -1.68084
C -4.31677 1.46881 -1.58117
C -3.55364 1.44864 -2.86561
O -3.84028 2.45260 -0.96495
H -6.17634 2.22229 -2.38024
H -6.36004 1.73497 -0.82815
H -6.09175 0.41539 -1.89190
H -4.05323 0.68929 -0.86711
H -3.71729 2.15168 -3.66708
H -3.57905 0.45350 -3.33891
H -2.54668 1.56087 -2.58571
H -3.15373 2.05859 -0.44804
C 3.68042 -0.03723 -0.87556
O 3.50950 1.10572 -1.65650
H 2.68500 -0.37920 -0.69288
H 4.18475 0.20381 -0.01466
H 4.33412 -0.67590 -1.39127
H 4.25565 1.73419 -1.56921
C -0.86578 2.60375 3.10209
O -0.78481 1.23287 2.91560
H -0.22161 3.01932 3.83760
H -1.81410 2.96529 3.41157
H -0.67705 2.93902 2.10605
H -1.08115 0.80300 3.72247
C 2.70554 2.46644 1.30948
O 1.80211 2.55190 2.34014
H 2.44135 1.63763 0.67857
H 3.74990 2.30652 1.54628
H 2.80181 3.46856 0.89069
H 1.10842 1.90584 2.25014
C 3.37947 -3.63718 -1.77441
O 3.85315 -3.62248 -0.45300
H 3.24594 -2.53853 -2.02076
H 2.47732 -4.22201 -1.75392
H 4.20152 -3.97227 -2.38890
H 4.68122 -3.16423 -0.31432
```


4.
# C22H68N8O12

A 12-piece molecular cluster, C22H68N8O12 overall in a non-equilibrium geometry (ωB97M-V/def2-TZVPD, the OMol25 dataset).

**Lowest unoccupied orbital energy**: -0.480 eV
**SMILES**: NC(N)=O.NC(N)=O.NC(N)=O.NC(N)=O.CC(C)O.CC(C)O.CC(C)O.CC(C)O.CC(C)O.CO.CO.CO
**Charge**: 0
**Frontier orbital gap**: 8.58 eV
**Highest occupied orbital energy**: -9.06 eV

```
110
C22H68N8O12 (ωB97M-V/def2-TZVPD)
N 1.34904 5.53565 1.42584
C 1.84304 4.71865 2.29584
N 1.61604 3.45765 2.06184
O 2.62904 5.24465 3.31784
H 1.67504 6.53065 1.43384
H 0.57104 5.47865 0.79084
H 2.12004 2.90965 2.72484
H 1.48504 3.07065 1.04084
N 2.90904 4.38765 -0.46216
C 2.51704 3.35865 -1.08016
N 1.27204 3.26265 -1.04016
O 3.45304 2.48965 -1.62216
H 3.94104 4.50365 -0.47516
H 2.28104 4.78765 0.33684
H 0.69704 4.04665 -0.86816
H 0.76304 2.54965 -1.58816
N -1.64896 -3.26435 2.85084
C -1.38096 -2.01135 3.22884
N -0.70996 -1.46135 2.31884
O -1.80296 -1.48335 4.42284
H -2.28696 -3.82735 3.49184
H -1.27696 -3.79035 2.10584
H -0.75196 -0.39135 2.39284
H -0.64196 -1.91935 1.41384
N 0.08604 2.04965 -3.08416
C -1.09396 2.33465 -2.75616
N -1.35996 3.57465 -2.69616
O -2.03396 1.33065 -2.56816
H 0.15704 1.10965 -3.40716
H 0.67404 2.73065 -3.42716
H -2.34996 3.80665 -2.51916
H -0.70196 4.34465 -2.97216
C 2.05004 0.35665 -4.32016
C 0.94904 -0.67435 -4.60116
C 1.37804 -2.05335 -4.18316
O -0.14396 -0.53735 -4.04316
H 2.32904 0.38365 -3.25016
H 1.76004 1.30665 -4.75716
H 3.01804 0.03065 -4.81816
H 0.92504 -0.72635 -5.66216
H 0.74204 -2.81035 -4.59316
H 1.49904 -2.29335 -3.10616
H 2.38004 -2.20035 -4.56416
H -0.57896 -1.33935 -4.19416
C -3.49096 -2.27935 -2.71716
C -2.63696 -1.68335 -1.62516
C -3.03296 -2.23235 -0.30116
O -1.40296 -1.95235 -1.70016
H -3.56096 -3.34335 -2.62616
H -3.26096 -1.93435 -3.77116
H -4.43596 -1.87435 -2.56416
H -2.71296 -0.60635 -1.55316
H -2.62196 -1.69935 0.55584
H -3.03696 -3.32935 -0.23616
H -4.06096 -1.98835 -0.27116
H -0.97096 -1.32135 -2.21816
C 0.26204 0.33965 -0.27116
C 1.54404 -0.11635 0.32884
C 2.22804 -1.20735 -0.53116
O 2.32104 0.81165 0.59584
H 0.00804 1.39365 -0.05116
H -0.49196 -0.30035 0.15484
H 0.28504 0.22365 -1.41616
H 1.35304 -0.55635 1.31184
H 1.44304 -1.89635 -0.84016
H 3.09804 -1.78635 -0.00216
H 2.70904 -0.71235 -1.47116
H 2.48204 1.22565 -0.21416
C -2.00796 3.79465 0.81884
C -3.23396 3.04265 0.31884
C -3.09196 1.56765 0.65084
O -4.26896 3.44965 0.87484
H -1.62296 3.54465 1.77084
H -2.20996 4.88365 0.75984
H -1.12796 3.62865 0.17784
H -3.27296 3.12365 -0.81016
H -3.07496 1.22765 1.71084
H -2.13596 1.32265 0.15884
H -3.93896 1.01065 0.26484
H -5.01496 2.94965 0.48084
C 0.91104 -5.10635 -0.77416
C -0.45196 -4.72035 -0.18416
C -1.03096 -5.67535 0.81884
O -0.47496 -3.55335 0.26084
H 1.04604 -6.15835 -1.18416
H 1.70104 -5.05935 0.01984
H 1.15004 -4.35335 -1.54116
H -1.19596 -4.63735 -1.01016
H -2.02796 -5.43235 1.09984
H -0.33696 -5.83335 1.60184
H -1.00696 -6.65835 0.35884
H -0.87796 -3.00935 -0.46716
C 1.65304 -3.58935 2.82084
O 1.48304 -2.49035 3.70884
H 0.93604 -4.37935 3.15284
H 2.65904 -3.86235 2.83284
H 1.39004 -3.19035 1.80884
H 0.62404 -2.03935 3.39684
C -0.35996 1.65665 3.86684
O -0.25096 1.52065 2.50684
H -1.18196 2.23065 4.04884
H 0.45204 2.32465 4.20384
H -0.35196 0.70465 4.44784
H 0.15204 2.32765 2.19084
C 2.87904 0.39865 3.89784
O 3.41604 1.40865 3.03784
H 3.48304 -0.38935 3.58984
H 1.77404 0.23165 3.73384
H 3.31504 0.64665 4.82784
H 3.20404 1.05965 2.18984
```